[1]
# C3H3NO

C3H3NO in the gas phase (ωB97M-V/def2-TZVPD, OMol25).

## Properties
Relative energy (zero: lowest compared OMol25 entry of this formula, charge and spin) ... 91.0 kcal per mole
Gap between HOMO and LUMO ... 8.251 eV
Charge ... 0
Highest occupied orbital energy ... -9.548 eV

Each line ends with the natural charge from an NBO analysis.
Cartesian coordinates (Å):
1 C 0.43547 -1.11378 0.02363  -0.265
2 C 0.45465 1.02981 -0.00444  0.284
3 O 0.35891 0.03755 -0.86788  -0.491
4 C -0.75258 1.83544 -0.08180  0.084
5 N -1.74056 2.34240 0.26561  -0.231
6 H 0.06878 -1.91586 -0.60276  0.212
7 H 1.44269 -1.25749 0.41554  0.212
8 H -0.26737 -0.95808 0.85211  0.196



[2]
# C26H20BrF4N2PReS2

C26H20BrF4N2PReS2 as an isolated structure (ωB97M-V/def2-TZVPD, OMol25).

## Properties
Multiplicity ... 2
Relative energy (zero: lowest compared OMol25 entry of this formula, charge and spin) ... 0.0 kcal per mole
Gap between HOMO and LUMO (spin up / spin down) ... 6.226 / 5.921 eV
Charge ... +4
Expectation value of S² ... 0.757
Highest occupied orbital energy (spin up / spin down) ... -20.208 / -20.208 eV

Each line ends with the natural charge from an NBO analysis.
Cartesian coordinates (Å):
1 Re -0.98734 -0.61946 0.08951  0.586
2 F 3.15611 -0.89325 5.79965  -0.201
3 C 2.76423 -0.73713 4.57513  0.368
4 C 3.67556 -0.41137 3.57646  0.324
5 F 4.93768 -0.26766 3.86272  -0.212
6 C 3.24398 -0.24417 2.25960  0.427
7 F 4.14477 0.03680 1.34317  -0.251
8 C 1.89695 -0.38450 1.91573  -0.547
9 P 1.30126 -0.16841 0.24623  1.442
10 C 2.25227 1.04005 -0.61976  -0.480
11 C 3.06364 0.71478 -1.71658  -0.184
12 C 3.89398 1.68545 -2.24926  -0.118
13 C 3.91532 2.96280 -1.69909  -0.115
14 C 3.11273 3.28381 -0.60591  -0.170
15 C 2.28070 2.32638 -0.05761  -0.186
16 C 0.91079 -1.72284 -0.56319  -0.586
17 C 0.97258 -1.81386 -1.99580  -0.097
18 C 1.07360 -3.03837 -2.60922  -0.221
19 C 1.11814 -4.20431 -1.83560  0.017
20 C 1.05738 -4.15667 -0.44256  -0.229
21 C 0.97571 -2.93926 0.19310  -0.014
22 C 1.02163 -0.71889 2.94701  -0.155
23 Br -0.82039 -0.97445 2.53403  0.453
24 C 1.40828 -0.90034 4.25185  0.386
25 F 0.53183 -1.21335 5.17820  -0.247
26 H 3.09210 -0.28749 -2.12373  0.229
27 H 4.53835 1.44305 -3.08364  0.259
28 H 4.57652 3.71252 -2.11490  0.269
29 H 3.15519 4.27513 -0.17522  0.264
30 H 1.67744 2.56986 0.81147  0.227
31 H 0.96414 -0.90848 -2.59122  0.254
32 H 1.13688 -3.10471 -3.68798  0.284
33 H 1.21549 -5.16449 -2.33030  0.281
34 H 1.10846 -5.07089 0.13457  0.284
35 H 1.01850 -2.89705 1.27539  0.232
36 C -2.14375 4.01921 -0.26266  -0.050
37 C -1.46986 3.36955 -1.29177  -0.198
38 C -1.02716 2.08144 -1.09458  0.044
39 N -1.26236 1.40934 0.06145  -0.534
40 C -1.91005 2.05386 1.06935  0.047
41 C -2.35808 3.34772 0.93838  -0.209
42 H -2.48190 5.04092 -0.38640  0.283
43 H -1.26928 3.86343 -2.23286  0.283
44 H -0.46092 1.55749 -1.85501  0.235
45 H -2.03510 1.50631 1.99333  0.226
46 H -2.85509 3.82886 1.77008  0.285
47 S -1.88650 -2.08602 -1.48017  0.164
48 C -3.52856 -1.70399 -1.00402  -0.013
49 N -4.56105 -1.67250 -1.77624  -0.443
50 C -5.81557 -1.12209 -1.21718  -0.246
51 C -5.52671 -0.64378 0.21970  -0.493
52 S -3.80445 -1.19648 0.61026  0.449
53 H -4.52591 -1.96835 -2.75042  0.474
54 H -6.58410 -1.89449 -1.24634  0.282
55 H -6.12335 -0.29250 -1.85326  0.271
56 H -6.15204 -1.14097 0.95901  0.297
57 H -5.60273 0.43383 0.33707  0.275



[3]
# C22H36NiO2P2

C22H36NiO2P2 as an isolated structure (ωB97M-V/def2-TZVPD, OMol25).

## Properties
Multiplicity ... 3
Relative energy (zero: lowest compared OMol25 entry of this formula, charge and spin) ... 98.3 kcal per mole
Gap between HOMO and LUMO (spin up / spin down) ... 5.657 / 5.550 eV
Charge ... 0
Expectation value of S² ... 2.012
Highest occupied orbital energy (spin up / spin down) ... -6.499 / -6.485 eV

Each line ends with the natural charge from an NBO analysis.
Cartesian coordinates (Å):
1 P -0.95719 0.05153 -3.27302  1.562
2 P -3.60368 -0.02647 -0.71805  0.918
3 C -2.70352 -0.56621 -3.26780  -0.727
4 C -3.78411 0.19827 -2.47836  -0.743
5 H -2.66169 -1.62387 -2.96667  0.257
6 H -2.99779 -0.57377 -4.32295  0.239
7 H -3.75132 1.27216 -2.72246  0.237
8 H -4.79563 -0.18222 -2.70040  0.241
9 C -4.21280 -1.65394 -0.22703  -0.948
10 H -3.94035 -1.85346 0.82104  0.271
11 H -3.82596 -2.46350 -0.85964  0.240
12 H -5.30631 -1.59494 -0.32347  0.212
13 C -4.61745 1.12498 0.20805  -0.944
14 H -5.64568 0.73411 0.17701  0.222
15 H -4.56126 2.13664 -0.22312  0.243
16 H -4.26067 1.16654 1.25004  0.267
17 C -0.34657 -1.14148 -4.50316  -0.967
18 H 0.74259 -1.11943 -4.61246  0.267
19 H -0.79672 -0.91072 -5.47861  0.251
20 H -0.63583 -2.16862 -4.23945  0.273
21 C -0.98689 1.63641 -4.07484  -1.005
22 H -1.61006 2.32659 -3.49497  0.270
23 H -1.39655 1.50508 -5.08596  0.270
24 H 0.03783 2.02592 -4.14150  0.261
25 Ni 1.47966 2.07626 -1.90905  0.567
26 C -1.16542 0.04482 1.84607  -0.216
27 C -0.74970 -1.23672 1.74170  -0.171
28 C -0.93385 -2.07904 0.55238  -0.445
29 C 0.36873 -2.27100 -0.26142  -0.490
30 C 0.25267 -1.54864 -1.51181  -0.120
31 C -0.17020 -0.14945 -1.56172  -0.551
32 C -0.88766 0.85120 -0.53640  -0.520
33 C -0.57698 1.12321 0.98194  -0.484
34 C 3.10593 1.26385 -0.87842  -1.111
35 H -1.75299 0.32963 2.72388  0.193
36 H -0.21262 -1.70103 2.55308  0.255
37 H -1.67494 -1.61692 -0.11657  0.185
38 H -1.36715 -3.04413 0.85929  0.221
39 H 1.28316 -1.93012 0.24879  0.268
40 H 0.52357 -3.32855 -0.51784  0.216
41 H 0.97789 -1.80838 -2.31256  0.185
42 H 0.78764 0.52807 -1.71556  0.221
43 H -1.95988 0.47410 -0.45300  0.232
44 H -0.91480 1.87702 -0.98788  0.173
45 H 0.50765 1.20923 1.24620  0.321
46 H -1.02192 2.07360 1.32744  0.208
47 H 3.69368 2.07939 -0.40226  0.215
48 H 3.82592 0.60039 -1.30823  0.196
49 H 2.60332 0.68122 -0.08960  0.217
50 O 1.76814 -0.91632 3.03114  -0.766
51 C 2.17624 0.27133 3.02239  0.771
52 O 1.70546 1.34996 2.52955  -0.783
53 C 3.53720 0.42719 3.74771  -0.140
54 C 4.23326 1.65504 3.69502  -0.186
55 C 5.46106 1.80087 4.33563  -0.238
56 C 6.04420 0.71843 4.99688  -0.228
57 C 5.38892 -0.51548 5.04203  -0.239
58 C 4.14331 -0.66495 4.42536  -0.183
59 H 3.76480 2.46871 3.13976  0.230
60 H 5.94812 2.76526 4.29964  0.200
61 H 6.99505 0.83762 5.49516  0.199
62 H 5.81888 -1.37240 5.54866  0.201
63 H 3.61123 -1.62286 4.43042  0.230



[4]
# C10H9BiF3GaI2O6S

C10H9BiF3GaI2O6S as an isolated structure (ωB97M-V/def2-TZVPD, OMol25).

## Properties
Relative energy (zero: lowest compared OMol25 entry of this formula, charge and spin) ... 69.0 kcal per mole
Gap between HOMO and LUMO (spin up / spin down) ... 4.174 / 4.260 eV
Charge ... +4
Highest occupied orbital energy (spin up / spin down) ... -22.403 / -22.487 eV

Each line ends with the natural charge from an NBO analysis.
Cartesian coordinates (Å):
1 I 4.16524 -1.39604 0.03798  0.324
2 I 4.15688 1.37196 0.03682  0.387
3 Bi 0.45964 1.38413 0.89303  1.431
4 Ga 0.01827 -1.55429 0.70722  1.243
5 S 1.07354 -0.27042 -1.03349  -0.201
6 C -1.12274 -2.76612 -0.55237  0.459
7 C -0.47703 -2.66996 2.40225  0.431
8 C -0.01102 -0.06606 -2.62436  0.026
9 C 0.48049 1.21632 -3.27770  -0.667
10 C -1.51578 -0.04261 -2.45785  -0.651
11 C 0.46323 -1.31480 -3.35828  -0.654
12 C -0.72832 2.90015 2.64135  0.460
13 C -1.24200 2.79914 -0.75345  0.458
14 O -1.03695 -3.61472 2.81776  -0.208
15 O -1.66571 -3.53445 -1.19574  -0.162
16 O -1.04484 3.74354 3.33869  -0.241
17 O -1.78606 3.65861 -1.29409  -0.266
18 H 0.10838 1.26698 -4.30896  0.323
19 H 1.57022 1.22751 -3.29724  0.245
20 H 0.13334 2.10939 -2.75145  0.215
21 H -1.95400 -0.02666 -3.47017  0.321
22 H -1.87711 0.85303 -1.94418  0.218
23 H -1.88331 -0.92885 -1.93995  0.197
24 H 0.08392 -1.32711 -4.38737  0.310
25 H 0.11641 -2.20752 -2.83413  0.200
26 H 1.55487 -1.31242 -3.38332  0.243
27 F 0.06099 -0.29552 6.19230  -0.246
28 C 0.18328 0.41052 5.03792  0.888
29 F -1.01362 1.08045 4.83658  -0.316
30 F 1.10405 1.37505 5.25929  -0.272
31 C 0.42959 -0.48266 3.82308  0.745
32 O 0.22560 -1.69836 3.99933  -0.462
33 O 0.97056 0.11181 2.84051  -0.779



[5]
# C33H43Cl2IrN2OP3S

C33H43Cl2IrN2OP3S as an isolated structure (ωB97M-V/def2-TZVPD, OMol25).

## Properties
Multiplicity ... 6
Gap between HOMO and LUMO (spin up / spin down) ... 4.945 / 4.190 eV
Charge ... +2
Expectation value of S² ... 8.821
Highest occupied orbital energy (spin up / spin down) ... -9.475 / -12.881 eV

Each line ends with the Löwdin charge.
Cartesian coordinates (Å):
1 P -0.29551 0.99761 -2.19556  1.146
2 C -1.35827 2.35543 -2.67894  -0.336
3 C -0.82654 3.51630 -3.26568  -0.072
4 H 0.25440 3.63954 -3.35169  0.111
5 C -1.69009 4.50060 -3.74633  -0.049
6 H -1.27451 5.39473 -4.21126  0.120
7 C -3.07449 4.33626 -3.63582  -0.041
8 H -3.74506 5.10645 -4.01943  0.122
9 C -3.60231 3.18799 -3.03488  -0.049
10 H -4.68001 3.05744 -2.94549  0.118
11 C -2.74959 2.19593 -2.54747  -0.070
12 H -3.14549 1.29807 -2.07445  0.107
13 C 1.38994 1.61460 -2.08089  -0.345
14 C 1.67584 2.64463 -1.16033  -0.096
15 H 0.86700 3.09101 -0.57727  0.105
16 C 2.98845 3.08688 -0.99777  -0.053
17 H 3.20770 3.84663 -0.24400  0.123
18 C 4.00483 2.57683 -1.80913  -0.065
19 H 5.02670 2.94695 -1.70058  0.122
20 C 3.71223 1.60419 -2.76677  -0.024
21 H 4.49750 1.22276 -3.42277  0.132
22 C 2.41702 1.10547 -2.89655  -0.055
23 H 2.19036 0.34556 -3.64759  0.118
24 C -0.43139 -0.30825 -3.42511  -0.328
25 C -0.47659 0.06590 -4.78140  -0.068
26 H -0.42179 1.12272 -5.05219  0.118
27 C -0.59930 -0.90624 -5.77146  -0.044
28 H -0.63258 -0.60268 -6.81844  0.122
29 C -0.68140 -2.25827 -5.42032  -0.040
30 H -0.77013 -3.01719 -6.19970  0.122
31 C -0.65826 -2.63393 -4.07486  -0.050
32 H -0.72164 -3.68629 -3.79494  0.119
33 C -0.55775 -1.66678 -3.07181  -0.082
34 H -0.59955 -1.95749 -2.02035  0.100
35 Ir -0.82296 -0.60138 2.05936  0.748
36 C 1.02107 -1.41078 2.45358  -0.293
37 C 1.97766 -1.22504 1.52812  -0.375
38 H 1.20344 -1.96217 3.38826  0.040
39 C 1.51297 -0.53797 0.25685  -0.384
40 O 1.73682 -1.45681 -0.83153  -0.040
41 H 1.32934 -1.12709 -1.65581  0.052
42 C 0.07592 -0.17957 0.41270  -0.449
43 H 2.06874 0.40449 0.09252  0.127
44 C -0.88453 0.30980 -0.30433  -0.157
45 Cl -1.22581 -1.31039 4.35612  0.060
46 Cl -3.07875 0.23999 2.05738  0.034
47 P -0.40137 1.37669 3.24314  0.598
48 C -1.41977 1.77116 4.70584  -0.296
49 H -1.08822 1.16876 5.55791  0.026
50 H -2.46542 1.53522 4.48446  0.017
51 H -1.32124 2.83906 4.93715  0.055
52 C 1.32003 1.50440 3.82617  -0.243
53 H 2.00908 1.42442 2.97692  0.030
54 H 1.52503 0.69004 4.53049  0.049
55 H 1.47382 2.47044 4.32557  0.061
56 C -0.63906 2.80651 2.14553  -0.247
57 H -1.56781 2.67343 1.58089  0.026
58 H 0.20600 2.88938 1.45371  0.019
59 H -0.70508 3.71493 2.75791  0.060
60 P 3.66958 -1.86803 1.57959  0.884
61 C 4.05612 -2.30098 3.26247  -0.163
62 C 4.68575 -0.52266 0.96368  -0.157
63 H 3.38501 -3.10131 3.60169  0.078
64 H 3.94090 -1.42616 3.91645  0.077
65 H 5.09679 -2.65146 3.29753  0.078
66 H 4.42039 -0.28940 -0.07673  0.060
67 H 5.74075 -0.82104 1.01762  0.075
68 H 4.52711 0.37112 1.58290  0.074
69 C 3.75511 -3.27528 0.48158  -0.159
70 H 3.01744 -4.02216 0.80168  0.082
71 H 4.76415 -3.70504 0.52206  0.075
72 H 3.50735 -2.94660 -0.53508  0.059
73 H -1.92566 0.46376 -0.04457  -0.017
74 C -3.60613 -3.62069 3.90898  -0.046
75 N -4.03719 -3.19965 2.58600  -0.107
76 C -5.36012 -3.03857 2.21253  -0.017
77 C -5.36845 -2.61458 0.91857  -0.044
78 N -4.04567 -2.51721 0.52777  0.057
79 C -3.21282 -2.86150 1.55360  -0.781
80 S -1.53401 -2.90327 1.52278  0.675
81 H -2.54740 -3.88403 3.86298  0.051
82 H -3.74475 -2.80672 4.62986  0.084
83 H -4.20483 -4.48545 4.21611  0.106
84 H -6.16443 -3.24691 2.89687  0.137
85 H -6.18488 -2.39447 0.25641  0.125
86 H -3.70971 -2.16257 -0.36102  0.154



[6]
# C4H12

A 2-piece molecular cluster, C4H12 overall (ωB97M-V/def2-TZVPD, OMol25).

## Properties
Relative energy (zero: lowest compared OMol25 entry of this formula, charge and spin) ... 33.5 kcal per mole
Gap between HOMO and LUMO ... 12.108 eV
Charge ... 0
Structure (SMILES) ... CC.CC
Highest occupied orbital energy ... -10.958 eV

Each line ends with the natural charge from an NBO analysis.
Cartesian coordinates (Å):
1 C 1.30292 0.47808 -0.99856  -0.622
2 C 2.46390 1.31099 -0.55171  -0.609
3 H 0.30655 0.81301 -0.45712  0.199
4 H 1.02226 0.57958 -2.02417  0.209
5 H 1.27279 -0.52377 -0.58335  0.213
6 H 2.49510 1.25901 0.52571  0.206
7 H 2.37558 2.48455 -0.82305  0.196
8 H 3.46600 1.07788 -0.98708  0.207
9 C -1.97453 -0.13070 0.74548  -0.605
10 C -1.72761 -1.68163 0.73795  -0.617
11 H -2.97054 0.21116 1.14293  0.203
12 H -1.44236 0.28657 1.45676  0.200
13 H -1.80953 0.29956 -0.19818  0.206
14 H -1.44296 -2.02153 -0.20243  0.204
15 H -2.57136 -2.25677 1.13165  0.206
16 H -1.08955 -2.06969 1.41936  0.204



Number 1: E_tot -6692.5456 eV, F_max 1.220 eV/A. Number 2: E_tot -144225.2610 eV, F_max 0.672 eV/A. Number 3: E_tot -87102.4187 eV, F_max 3.481 eV/A. Number 4: E_tot -116153.0675 eV, F_max 5.513 eV/A. Number 5: E_tot -106513.4982 eV, F_max 5.163 eV/A. Number 6: E_tot -4341.0751 eV, F_max 5.180 eV/A.